Version A
11
Properties=species:S:1:pos:R:3 method="wB97M-V/def2-TZVPD" gap_ev="5.83 / 5.50" lumo_energy_ha="-0.091 / -0.101" homo_ev="-8.3088 / -8.2579" smiles="C#P(C)C=P#P" total_charge=0
P 1.18 -3.37 2.37
C -1.69 -0.20 1.53
H 1.91 0.20 0.16
H 0.97 0.85 1.45
H -0.77 -2.62 -1.14
H 1.75 -0.88 1.64
C -0.12 -2.24 -0.29
P -0.44 -0.68 0.53
C 1.29 -0.01 0.97
P 0.52 -3.72 0.49
H -2.57 -0.86 1.40

=====

Version B
11
Properties=species:S:1:pos:R:3 method="wB97M-V/def2-TZVPD" gap_ev=7.67 lumo_energy_ha=-0.029 homo_ev=-8.4528 total_charge=0
P -3.04 -0.73 -1.59
P -3.42 0.77 -0.06
C 0.69 -0.12 0.35
C -1.37 -0.53 -1.71
H -1.69 1.71 1.34
H 0.13 -0.20 1.24
P -0.56 0.74 -0.82
H 0.92 -1.20 -0.03
H 1.64 0.28 0.44
H -0.72 -0.89 -2.66
C -1.87 1.21 0.36

=====

It turns out version B is the most stable, with the second structure 115.9 kcal/mol higher.